No. 1
An isolated molecule of C3H5N3O, computed with wB97M-V/def2-TZVPD.

Properties
ΔE to the lowest compared entry with this formula, charge and spin: 353.2 kJ/mol
HOMO: -9.0389 eV
Gap between HOMO and LUMO: 0.3515 Ha
LUMO: 0.5 eV
Electronic energy: -356.72283 Ha

Geometry as ORCA input:
```
! wB97M-V def2-TZVPD RIJCOSX def2/J DEFGRID3
* xyz 0 1
N -0.02 1.14 1.70
C -0.25 0.68 0.43
C 0.10 -2.11 -0.29
N 0.59 -1.16 -1.06
C 0.74 0.19 -0.61
O 1.45 0.95 -1.22
N -1.24 0.90 -0.34
H -0.81 1.59 2.15
H 0.63 0.71 2.34
H 0.18 -3.04 -0.89
H 0.97 -1.26 -2.01
H -1.91 1.59 -0.04
*
```

=====

No. 2
An isolated molecule of C3H6N4O, computed with wB97M-V/def2-TZVPD.

Properties
ΔE to the lowest compared entry with this formula, charge and spin: 475.0 kJ/mol
HOMO: -9.0056 eV
Gap between HOMO and LUMO: 0.3474 Ha
SMILES: CNn1[nH]ncc1=O
LUMO: 0.4 eV
Electronic energy: -412.02801 Ha

Geometry as ORCA input:
```
! wB97M-V def2-TZVPD RIJCOSX def2/J DEFGRID3
* xyz 0 1
C -1.12 1.52 0.25
C 1.25 -1.74 0.65
C -0.12 -1.25 0.31
H -1.30 0.74 1.13
H -2.05 2.24 0.01
H -0.40 2.33 0.76
H -1.34 0.57 -1.69
H 1.86 0.44 -0.89
H 1.52 -2.42 1.50
N -0.64 0.89 -0.90
N 0.11 -0.18 -0.59
N 1.40 -0.40 -1.06
N 2.14 -1.31 -0.10
O -1.31 -1.44 0.61
*
```

=====

No. 3
An isolated molecule of C4H8N2O, computed with wB97M-V/def2-TZVPD.

Properties
ΔE to the lowest compared entry with this formula, charge and spin: 517.4 kJ/mol
HOMO: -9.3621 eV
Gap between HOMO and LUMO: 0.3790 Ha
SMILES: C[C@H]1N2[C@@H](CO)N12
LUMO: 0.9 eV
Electronic energy: -341.80657 Ha

Geometry as ORCA input:
```
! wB97M-V def2-TZVPD RIJCOSX def2/J DEFGRID3
* xyz 0 1
C -0.53 -0.37 -1.08
C 0.83 0.31 0.43
C -1.81 -0.92 -1.73
C 1.25 0.68 1.83
N -0.53 0.56 -0.01
N -0.15 -0.83 0.23
O 2.28 1.63 1.88
H 0.26 -0.18 -1.68
H 1.65 0.59 -0.24
H -2.38 -1.30 -0.99
H -1.53 -1.57 -2.41
H -2.31 -0.11 -2.38
H 1.60 -0.10 2.57
H 0.21 0.91 2.34
H 1.89 2.40 2.37
*
```

=====

No. 4
The ion CH5FNO with charge +1, computed with wB97M-V/def2-TZVPD.

Properties
ΔE to the lowest compared entry with this formula, charge and spin: 97.7 kJ/mol
HOMO: -16.4429 eV
Gap between HOMO and LUMO: 0.4385 Ha
SMILES: [NH3+]COF
LUMO: -4.5 eV
Electronic energy: -270.50849 Ha

Geometry as ORCA input:
```
! wB97M-V def2-TZVPD RIJCOSX def2/J DEFGRID3
* xyz 1 1
C 0.05 -0.54 -0.30
N -0.83 0.48 0.30
O 1.49 -0.34 0.37
F 2.20 0.64 -0.30
H -0.29 -1.63 0.07
H 0.25 -0.57 -1.33
H -0.45 0.59 1.19
H -1.83 0.07 0.19
H -0.59 1.32 -0.19
*
```

=====

No. 5
An isolated molecule of C3H2N2, computed with wB97M-V/def2-TZVPD.

Properties
ΔE to the lowest compared entry with this formula, charge and spin: 62.1 kJ/mol
HOMO: -12.0781 eV
Gap between HOMO and LUMO: 0.4565 Ha
SMILES: N#CCC#N
LUMO: 0.3 eV
Electronic energy: -224.97355 Ha

Geometry as ORCA input:
```
! wB97M-V def2-TZVPD RIJCOSX def2/J DEFGRID3
* xyz 0 1
C -0.64 0.32 0.92
C 0.43 -0.21 0.13
C 0.04 -0.19 -1.22
H 1.32 0.26 0.54
H 0.58 -1.24 0.38
N -1.42 0.89 1.56
N -0.32 0.17 -2.31
*
```

=====

No. 6
The ion C3H8N3 with charge +1, computed with wB97M-V/def2-TZVPD.

Properties
ΔE to the lowest compared entry with this formula, charge and spin: 342.6 kJ/mol
HOMO (spin up / spin down): -14.0399 / -14.0401 eV
Gap between HOMO and LUMO (spin up / spin down): 0.3374 / 0.3374 Ha
SMILES: C=NN(C)C=[NH2+]
LUMO (spin up / spin down): -4.9 / -4.9 eV
Electronic energy: -283.03328 Ha

Geometry as ORCA input:
```
! wB97M-V def2-TZVPD RIJCOSX def2/J DEFGRID3
* xyz 1 1
C -2.22 0.78 0.10
C 0.69 0.83 -0.16
C 0.24 -1.64 -0.05
N -1.53 -0.22 -0.28
N -0.24 -0.27 -0.07
N 1.98 0.79 -0.03
H -3.11 0.90 -0.37
H -1.74 1.61 0.51
H 0.10 1.80 -0.03
H 0.75 -1.95 -0.99
H 0.90 -1.80 0.88
H -0.66 -2.33 -0.03
H 2.51 1.59 0.22
H 2.34 -0.09 0.30
*
```